This record from OMol25 describes a cluster of 2 separate species, C6H12N2 in total at a distorted geometry. The level of theory is ωB97M-V/def2-TZVPD.

Structure (XYZ):
```
20
Properties=species:S:1:pos:R:3:nbo_charge:R:1
C -0.049 2.065 -1.937 -0.619
C -0.144 2.993 -0.660 -0.589
H -0.645 1.237 -1.668 0.213
H -0.434 2.836 -2.707 0.208
H 0.888 1.682 -2.316 0.209
H -1.120 3.419 -0.541 0.208
H 0.158 2.552 0.212 0.175
H 0.671 3.811 -0.786 0.195
C 0.902 -2.206 -1.086 -0.648
C 0.348 -1.499 0.099 0.131
C 0.747 -0.133 0.460 -0.148
C -1.049 -0.826 1.698 0.145
N -0.714 -1.841 0.848 -0.478
N -0.227 0.212 1.430 -0.506
H 0.340 -2.138 -1.983 0.226
H 0.749 -3.229 -0.810 0.229
H 1.421 0.538 0.040 0.213
H -1.720 -0.788 2.521 0.203
H -0.301 1.144 1.839 0.414
H 2.057 -2.021 -1.189 0.220
```

Its spin multiplicity is 1. The value obtained for the relative energy (zero: lowest compared OMol25 entry of this formula, charge and spin) is 145.0 kJ/mol. The calculation puts the frontier orbital gap at 9.134 eV.